No. 1
{
  "formula": "C11H19O5Tl",
  "method": "ωB97M-V/def2-TZVPD",
  "species": ["Tl", "C", "C", "C", "O", "H", "H", "H", "H", "H", "H", "H", "O", "C", "O", "C", "C", "C", "H", "H", "H", "H", "H", "H", "O", "C", "O", "C", "C", "C", "H", "H", "H", "H", "H", "H"],
  "xyz": [[14.57633, 2.93768, -11.66646], [15.47951, 7.52314, -10.35049], [14.08552, 7.04731, -10.48538], [13.26851, 7.74948, -11.52357], [14.20409, 5.63111, -10.51798], [15.53717, 8.60881, -10.42860], [16.08550, 7.12740, -11.16552], [16.01678, 7.13910, -9.48333], [13.71004, 7.30777, -9.49580], [13.64958, 8.76278, -11.65049], [12.23690, 7.71860, -11.17296], [13.35632, 7.21827, -12.47131], [13.07701, 4.77284, -13.46758], [12.19557, 4.95048, -14.33696], [11.05878, 4.24332, -14.39552], [10.18257, 4.80364, -15.40326], [10.74585, 6.11182, -15.74349], [12.27115, 5.93285, -15.43270], [9.12059, 4.90232, -15.17836], [10.16373, 4.06112, -16.20101], [10.22596, 6.82912, -15.10843], [10.71551, 6.45123, -16.77886], [12.69877, 6.86561, -15.06503], [12.68622, 5.78178, -16.42920], [15.95123, 4.47759, -13.83420], [16.73032, 4.86209, -14.68964], [16.32551, 5.37438, -15.85430], [17.42174, 5.79735, -16.66898], [18.56151, 5.90236, -15.75272], [18.28560, 4.93980, -14.61559], [17.25403, 6.77752, -17.11534], [17.65468, 5.21376, -17.55963], [18.55803, 6.90164, -15.31737], [19.53154, 5.75079, -16.22617], [18.66744, 5.34215, -13.67729], [18.60788, 3.91669, -14.80921]],
  "atomic_forces_ev_per_a": [[-0.022, 0.132, -0.649], [4.565, 0.245, 0.710], [-2.069, -4.681, -3.186], [0.345, -0.641, 0.207], [-0.749, 4.789, 0.476], [-0.539, 0.028, 0.453], [-0.415, -0.082, -0.412], [-0.258, 0.374, 0.309], [-0.014, -0.070, 1.695], [-0.401, 0.025, 0.153], [-0.302, 0.278, -0.354], [-0.189, -0.168, -0.123], [-1.781, 0.009, -0.868], [1.330, -1.716, 0.641], [0.633, 0.764, 1.290], [-0.980, -1.759, -1.745], [1.231, 1.587, -0.225], [-1.675, 2.295, -0.312], [0.263, -0.323, 1.219], [0.387, 0.094, -0.264], [0.455, 0.417, -0.046], [-0.733, -0.251, 0.082], [0.187, -0.100, 0.018], [0.768, -1.099, 0.600], [0.238, -0.031, -0.358], [0.904, 0.661, 0.501], [-0.797, -0.603, 0.040], [0.367, 0.904, -1.573], [1.717, 0.447, 1.119], [-1.259, -0.167, -0.349], [-0.772, 0.062, 0.329], [-0.654, -0.994, 0.392], [0.212, 0.107, -0.028], [-0.109, -0.005, -0.016], [-0.248, -0.523, 0.102], [0.363, -0.005, 0.170]],
  "nbo_charge": [0.980, -0.568, 0.034, -0.654, -0.088, 0.291, 0.262, 0.275, 0.404, 0.259, 0.276, 0.274, -0.599, 0.823, -0.436, -0.091, -0.425, -0.542, 0.230, 0.207, 0.221, 0.254, 0.243, 0.287, -0.644, 0.831, -0.459, -0.087, -0.436, -0.510, 0.213, 0.212, 0.211, 0.253, 0.247, 0.251],
  "relative_energy_kcal_mol": 40.23,
  "total_charge": 2,
  "lumo_ev": -12.8,
  "homo_lumo_gap_ev": 3.32,
  "energy_ev": -26624.3269
}

***

No. 2
{
  "formula": "C21H27NO2",
  "method": "ωB97M-V/def2-TZVPD",
  "species": ["O", "C", "N", "H", "C", "C", "H", "H", "C", "H", "C", "C", "H", "H", "C", "H", "C", "C", "H", "H", "H", "H", "H", "H", "H", "H", "H", "C", "C", "C", "O", "C", "C", "C", "C", "C", "C", "H", "C", "H", "H", "C", "H", "H", "C", "H", "H", "H", "H", "H", "H"],
  "xyz": [[-1.60253, -0.77700, -2.58723], [-0.84132, -0.83641, -1.64545], [-1.23870, -0.71643, -0.36119], [-0.54759, -0.74907, 0.37208], [-2.60427, -0.40735, 0.01568], [-2.69457, 0.97116, 0.68764], [-3.12127, 0.86956, 1.68368], [-1.68705, 1.37603, 0.81528], [-3.51802, 1.97587, -0.11881], [-2.94223, 2.28926, -0.99290], [-4.87412, 1.46691, -0.61829], [-5.75314, 0.76276, 0.42185], [-6.79284, 0.96299, 0.15134], [-5.59220, 1.20922, 1.40493], [-5.60529, -0.76443, 0.51515], [-6.56834, -1.15647, 0.85173], [-4.54224, -1.28055, 1.49193], [-3.15666, -1.53652, 0.89166], [-3.19428, -2.44208, 0.28189], [-2.45645, -1.72150, 1.71230], [-4.46851, -0.58864, 2.33297], [-4.88451, -2.23239, 1.90603], [-5.42454, -1.17790, -0.47792], [-5.41593, 2.33878, -0.99376], [-4.73226, 0.80317, -1.47231], [-3.67705, 2.86048, 0.50335], [-3.14473, -0.39246, -0.93222], [0.65735, -1.06543, -1.79526], [1.44909, 0.06888, -1.23161], [1.06545, 1.36165, -1.07903], [2.04199, 2.13695, -0.54494], [3.10791, 1.32614, -0.34752], [4.34603, 1.67812, 0.17721], [5.27107, 0.66422, 0.27697], [4.98239, -0.65028, -0.12768], [3.75936, -0.99845, -0.64589], [2.80236, 0.01302, -0.75645], [3.54213, -2.00849, -0.95929], [6.18321, -1.52766, 0.08037], [6.69660, -1.67550, -0.87404], [5.92339, -2.50951, 0.47586], [7.05570, -0.71420, 1.04735], [6.79630, -0.97386, 2.07498], [8.11871, -0.90339, 0.90709], [6.68126, 0.75138, 0.78223], [7.32070, 1.18057, 0.00554], [6.77114, 1.37491, 1.67146], [4.55811, 2.68990, 0.48363], [0.13977, 1.85053, -1.31374], [0.87614, -1.18376, -2.85957], [0.93448, -1.99273, -1.28712]],
  "atomic_forces_ev_per_a": [[-0.193, 0.072, -0.446], [0.401, -0.261, 0.192], [-0.155, -0.085, 0.233], [0.048, 0.047, -0.110], [-0.048, -0.106, 0.143], [-0.065, 0.057, -0.176], [-0.006, 0.023, 0.108], [-0.023, -0.037, 0.086], [-0.037, -0.085, 0.018], [0.049, 0.094, 0.000], [0.026, 0.184, 0.176], [-0.040, -0.064, -0.334], [0.012, 0.040, 0.073], [-0.067, 0.039, 0.121], [-0.041, 0.072, 0.347], [0.020, -0.038, -0.079], [0.075, -0.155, -0.147], [-0.147, 0.176, -0.047], [0.071, -0.046, 0.009], [0.072, -0.054, -0.008], [-0.028, -0.013, 0.069], [0.019, 0.047, 0.074], [-0.072, -0.062, -0.126], [0.017, -0.047, -0.086], [-0.034, -0.003, -0.088], [0.018, 0.065, -0.056], [0.013, -0.011, 0.125], [-0.041, 0.136, -0.257], [-0.188, 0.461, 0.050], [-0.058, -0.782, -0.191], [0.108, 0.461, 0.111], [0.425, -0.874, -0.073], [-0.353, 0.151, -0.096], [-0.135, -0.117, -0.018], [0.038, 0.046, 0.093], [-0.154, 0.202, -0.017], [0.192, 0.534, 0.156], [-0.017, -0.149, -0.038], [0.089, -0.114, -0.012], [0.040, -0.064, -0.005], [0.029, -0.044, -0.048], [0.078, -0.019, -0.017], [0.011, -0.006, 0.016], [0.023, -0.023, 0.073], [0.129, 0.068, 0.050], [0.058, 0.039, 0.022], [0.051, 0.052, -0.017], [0.040, 0.148, 0.056], [-0.129, 0.149, 0.012], [-0.100, -0.084, 0.099], [-0.023, -0.019, -0.021]],
  "nbo_charge": [-0.626, 0.689, -0.615, 0.395, -0.069, -0.420, 0.200, 0.213, -0.387, 0.204, -0.403, -0.403, 0.209, 0.193, -0.405, 0.209, -0.402, -0.382, 0.207, 0.195, 0.193, 0.211, 0.200, 0.210, 0.201, 0.200, 0.234, -0.517, -0.103, 0.116, -0.425, 0.338, -0.252, -0.006, -0.024, -0.192, -0.126, 0.212, -0.425, 0.209, 0.215, -0.384, 0.202, 0.210, -0.427, 0.210, 0.216, 0.222, 0.208, 0.248, 0.228],
  "smiles": "O=C(Cc1coc2cc3c(cc12)CCC3)NC1CCCCCCC1",
  "relative_energy_kcal_mol": 4.86,
  "total_charge": 0,
  "lumo_ev": 0.8,
  "homo_lumo_gap_ev": 8.98,
  "energy_ev": -27801.2208
}

***

No. 3
{
  "formula": "C4N2",
  "method": "ωB97M-V/def2-TZVPD",
  "species": ["C", "C", "C", "N", "C", "N"],
  "xyz": [[-0.14186, -0.49272, 0.34369], [-0.45258, 0.39413, -0.35311], [-0.43118, 1.44659, -1.13057], [0.03730, 2.32425, -1.75396], [0.18852, -1.47331, 1.11656], [0.78012, -2.20127, 1.77610]],
  "atomic_forces_ev_per_a": [[-1.213, 0.562, -0.649], [-0.950, -0.075, -0.020], [1.950, 4.807, -3.480], [-1.632, -1.459, 0.989], [1.905, -2.939, 2.544], [-0.060, -0.896, 0.616]],
  "nbo_charge": [-0.013, 0.005, 0.176, -0.172, 0.174, -0.170],
  "smiles": "N#CC#CC#N",
  "relative_energy_kcal_mol": 17.91,
  "total_charge": 0,
  "lumo_ev": -1.1,
  "homo_lumo_gap_ev": 10.22,
  "energy_ev": -7124.2109
}